(1)
{
  "formula": "C6H14N2O2",
  "method": "ωB97M-V/def2-TZVPD",
  "e_tot_ha": -496.958108,
  "total_charge": 0,
  "species": ["C", "N", "C", "C", "O", "H", "H", "H", "H", "H", "H", "H", "C", "N", "C", "C", "O", "H", "H", "H", "H", "H", "H", "H"],
  "positions_angstrom": [[-0.905953, 2.453906, 0.725814], [-0.174291, 2.474604, -0.474098], [0.034239, 1.424913, -1.321943], [0.656538, 1.700811, -2.710934], [-0.256019, 0.283094, -0.915058], [-1.966532, 3.042749, 0.673996], [-1.317303, 1.563078, 1.153264], [-0.297062, 2.832916, 1.616050], [0.519730, 3.272968, -0.499165], [1.667208, 1.175394, -2.502588], [-0.002595, 1.140977, -3.419352], [0.564073, 2.599882, -3.256829], [0.404152, -1.558589, 2.744145], [-0.032967, -1.608284, 1.376834], [0.195694, -2.735571, 0.543207], [-0.119908, -2.376989, -0.914101], [0.554411, -3.858239, 0.984010], [1.329013, -0.931468, 2.833597], [-0.431716, -0.974258, 3.366591], [0.504611, -2.549095, 3.172185], [-0.113560, -0.698681, 0.877745], [-1.148343, -1.729712, -1.053194], [0.640793, -1.739357, -1.400069], [-0.304212, -3.205050, -1.600106]],
  "atomic_forces_ev_per_a": [[-2.5708, 2.0200, 3.0166], [2.0033, 1.8412, -0.9815], [-0.8054, -0.6210, 1.2285], [-0.1887, -3.5145, 1.1745], [0.3905, 2.2717, -1.5708], [2.6814, -0.6165, -0.1076], [0.4502, -1.4128, -0.7083], [-0.8000, 0.0153, -1.3526], [-1.4979, -1.3213, -0.5598], [-1.3091, 1.1765, -1.4722], [0.8848, -0.7074, 0.7280], [0.8057, 1.8490, 0.6549], [-1.3822, 2.2555, 1.3045], [0.4946, -0.8998, -1.7333], [-0.0273, -0.5043, 1.4169], [-2.4471, 0.9753, -1.1932], [-0.9033, 3.0424, -1.2543], [-0.5095, -0.8037, 0.1536], [1.7272, -1.2886, -1.1004], [0.2032, -0.0327, -0.1261], [-0.0193, -1.2027, 0.3991], [2.6745, -1.6359, 0.8633], [-0.2421, -0.3896, 0.6286], [0.3871, -0.4962, 0.5917]]
}

---

(2)
{
  "formula": "C5H7N3",
  "method": "ωB97M-V/def2-TZVPD",
  "e_tot_ha": -358.973818,
  "total_charge": 0,
  "species": ["C", "C", "C", "C", "N", "C", "N", "N", "H", "H", "H", "H", "H", "H", "H"],
  "positions_angstrom": [[-2.851824, 1.309152, -0.442735], [-1.520672, 1.433125, -0.490859], [-0.586791, 0.362066, -0.230022], [-0.706322, -0.827642, 0.530188], [0.486965, -1.390817, 0.757687], [1.372419, -0.588759, 0.146498], [2.707491, -0.949972, 0.138447], [0.791250, 0.509471, -0.367076], [-3.359195, 0.330880, -0.243721], [-3.550950, 2.088623, -0.653785], [-1.177380, 2.431714, -0.790328], [-1.571534, -1.300137, 0.971399], [3.406514, -0.236475, 0.187062], [2.906176, -1.776667, 0.770102], [1.205570, 1.153632, -1.022550]],
  "atomic_forces_ev_per_a": [[-0.3624, -1.7047, 0.1585], [-0.9746, 0.4407, -0.5013], [-0.4374, -1.2071, 1.8292], [-0.7090, 1.5742, -1.0055], [1.4663, 0.5530, -0.8352], [-0.1249, -1.4894, 1.6918], [0.2770, -1.2508, 0.4778], [0.2601, -0.1361, -0.7361], [0.7215, 0.8475, -0.0539], [0.0332, 0.6376, -0.0765], [0.3831, -0.4651, 0.2229], [-0.2248, 0.3445, -0.2266], [0.1218, 0.2914, 0.0702], [-0.5549, 1.6468, -1.1682], [0.1250, -0.0825, 0.1529]]
}

---

(3)
{
  "formula": "C9H22NSi",
  "method": "ωB97M-V/def2-TZVPD",
  "e_tot_ha": -699.899792,
  "total_charge": 1,
  "s_squared": 2.01,
  "spin_multiplicity": 3,
  "species": ["C", "C", "C", "C", "C", "C", "C", "C", "C", "N", "Si", "H", "H", "H", "H", "H", "H", "H", "H", "H", "H", "H", "H", "H", "H", "H", "H", "H", "H", "H", "H", "H", "H"],
  "positions_angstrom": [[1.675257, -3.275153, 0.710906], [1.650037, -2.184984, -0.111033], [1.431256, -4.658844, 0.254255], [-1.820326, 2.599123, -2.033182], [-3.213185, 2.489115, 0.229581], [2.252150, 1.075298, -0.464838], [2.085985, -0.439219, 2.309573], [-0.834477, -0.021992, -0.031113], [-2.343545, 1.863860, -0.853030], [-1.122859, 1.403451, -0.120722], [1.517447, -0.444560, 0.542120], [1.740308, -3.166426, 1.812633], [1.604940, -2.381847, -1.148948], [1.355058, -4.769699, -0.798752], [0.487042, -4.951153, 0.727410], [2.126587, -5.425196, 0.616485], [-2.656683, 2.559224, -2.731133], [-1.679496, 3.645495, -1.893702], [-0.972187, 2.127448, -2.548441], [-4.193208, 2.806848, -0.288600], [-2.814850, 3.365684, 0.654981], [-3.540322, 1.640051, 0.781693], [2.142895, 0.996901, -1.607050], [1.690863, 1.921237, -0.121827], [3.324743, 1.204647, -0.405662], [3.011360, -0.970681, 2.429749], [2.148408, 0.526077, 2.624609], [1.386306, -1.079275, 2.890698], [-0.786834, -0.408175, -1.138162], [-1.477533, -0.619950, 0.521737], [-2.825892, 0.917698, -1.005244], [-1.062265, 1.984249, 0.762264], [-0.286976, 1.670748, -0.567253]],
  "atomic_forces_ev_per_a": [[0.6647, -5.4668, 4.7843], [-0.1882, 6.2255, -2.5139], [-0.4155, 0.0954, 1.1127], [-1.8007, -0.3223, -1.6665], [-2.6497, 0.1626, -3.6644], [-0.6715, -2.0772, -1.7167], [-1.6470, -3.0010, -0.8984], [3.6925, -1.2141, -1.9293], [0.8324, -0.4170, 1.5799], [0.4868, 0.7960, 2.5447], [-0.8405, -0.0402, -2.0344], [0.1483, 0.0413, -0.8439], [0.1560, -0.0020, -1.1206], [-0.1450, 0.0284, -0.9979], [-0.3079, -0.3905, -0.2311], [0.2378, 0.3185, 0.1133], [0.1312, 0.1459, -0.5034], [0.5269, 0.7811, 0.4932], [-0.1831, 0.0723, 0.3625], [1.3922, -0.2285, 0.7321], [0.5655, 0.7517, 1.1149], [0.0257, -0.0857, 1.5322], [-0.4063, -0.0775, 1.5730], [0.1217, 0.9138, 0.2012], [0.1745, 0.1685, 0.7481], [0.7725, 0.0003, -0.2846], [0.1822, 2.5950, 1.4450], [0.1357, 0.8220, -0.0373], [-0.1520, 0.7238, 2.0916], [-1.4306, -0.6524, 1.1069], [-0.2957, -0.3304, -1.2602], [-0.1384, -1.4453, -0.6018], [1.0251, 1.1087, -1.2313]]
}

---

(4)
{
  "formula": "C5H13NO2",
  "method": "ωB97M-V/def2-TZVPD",
  "e_tot_ha": -403.361555,
  "total_charge": 0,
  "species": ["C", "C", "C", "O", "O", "H", "H", "H", "H", "H", "H", "C", "N", "C", "H", "H", "H", "H", "H", "H", "H"],
  "positions_angstrom": [[-0.794397, 0.740984, -2.657352], [-0.300170, 0.695797, -1.238553], [-1.105733, 0.426564, -0.137690], [-1.809786, -0.750712, 0.065589], [-1.962545, 1.433480, 0.300406], [-0.004237, 1.071577, -3.329087], [-1.666284, 1.397097, -2.768019], [-1.113951, -0.244818, -3.012660], [0.513403, 1.392581, -1.075543], [-2.514179, -0.624737, 0.713026], [-1.904539, 2.181239, -0.303217], [0.825849, -0.278424, 2.460040], [0.649115, -0.479795, 1.029368], [1.935195, -1.114332, 0.201039], [0.209996, -0.987527, 3.032866], [0.571289, 0.746553, 2.718959], [1.843189, -0.502570, 2.784009], [-0.016261, -1.246124, 0.959444], [2.107517, -2.033891, 0.773269], [2.795007, -0.461805, 0.320635], [1.741523, -1.361135, -0.836529]],
  "atomic_forces_ev_per_a": [[-0.2900, -1.4785, -0.0278], [0.4493, -0.0578, 0.1876], [-2.6216, 0.6289, -3.4025], [1.0698, 0.2430, -0.3773], [1.0262, -0.3471, 2.2367], [-0.0308, 0.0866, 0.0377], [-0.0237, 0.2006, -0.1608], [-0.0605, 0.0659, -0.1931], [-0.3531, 0.4468, 0.4961], [-0.1726, 0.3901, -0.2208], [0.5764, -0.1542, 0.0234], [0.6372, -0.6171, 0.3423], [1.6455, -1.6680, -1.2329], [-1.8758, 0.6425, 2.8145], [-0.0757, 0.3742, -0.0507], [0.0448, 0.0369, 0.1922], [0.1905, 0.2624, 0.0373], [0.2186, 0.2778, -0.3437], [0.3104, 0.0438, -0.3288], [-0.1397, 0.1924, -0.0850], [-0.5253, 0.4308, 0.0555]]
}

---

(5)
{
  "formula": "C25H33N4O3",
  "method": "ωB97M-V/def2-TZVPD",
  "e_tot_ha": -1416.837702,
  "total_charge": 1,
  "species": ["C", "N", "C", "O", "C", "C", "C", "C", "C", "C", "C", "C", "N", "C", "C", "C", "C", "C", "C", "C", "N", "O", "O", "C", "C", "C", "C", "C", "H", "H", "H", "H", "H", "H", "H", "H", "H", "H", "H", "H", "H", "H", "H", "H", "H", "H", "H", "H", "H", "H", "H", "H", "C", "C", "C", "N", "H", "H", "H", "H", "H", "H", "H", "H", "H"],
  "positions_angstrom": [[-2.263627, 4.593378, 0.156764], [-1.993369, 3.186320, 0.329743], [-2.988616, 2.291781, 0.605689], [-4.171159, 2.567044, 0.797096], [-2.336368, 0.908636, 0.666468], [-2.861554, -0.046525, -0.415001], [-4.348061, -0.318172, -0.285054], [-5.222380, 0.042872, -1.316284], [-6.599653, -0.121729, -1.155439], [-7.098354, -0.699803, 0.020202], [-6.221325, -1.084455, 1.042901], [-4.843778, -0.902965, 0.883836], [-0.907401, 1.219399, 0.526318], [0.023207, 0.248703, 0.592583], [1.382257, 0.484143, 0.410091], [2.404133, -0.457631, 0.503988], [3.797857, -0.126605, 0.380569], [4.806164, -1.131297, 0.522442], [6.148143, -0.844414, 0.379468], [6.557203, 0.480345, 0.108281], [7.933997, 0.796910, -0.048707], [8.248911, 1.985280, -0.294404], [8.785364, -0.114820, 0.059145], [5.596208, 1.502867, -0.019336], [4.251031, 1.207640, 0.118014], [-0.640671, 2.649140, 0.279441], [-0.041591, 2.928303, -1.108737], [0.221576, 3.321878, 1.361979], [-3.342620, 4.764164, 0.209232], [-1.764431, 5.179915, 0.938511], [-1.888878, 4.929824, -0.817764], [-2.545231, 0.465787, 1.659522], [-2.646430, 0.391917, -1.403571], [-2.293483, -0.988030, -0.333274], [-4.808541, 0.490939, -2.222968], [-7.278329, 0.201249, -1.948015], [-8.173220, -0.843131, 0.144728], [-6.598702, -1.527622, 1.967018], [-4.141332, -1.185305, 1.672616], [-0.358970, -0.751469, 0.840215], [1.657252, 1.508617, 0.159431], [2.139451, -1.491319, 0.733424], [4.499281, -2.146759, 0.779322], [6.914144, -1.609036, 0.480825], [5.940283, 2.515738, -0.216978], [3.543329, 2.036221, 0.048448], [-0.728611, 2.581670, -1.893270], [0.113787, 4.010354, -1.215269], [0.919297, 2.428671, -1.244190], [-0.274567, 3.246973, 2.339231], [1.208823, 2.860415, 1.434993], [0.351230, 4.382210, 1.104792], [0.826576, -5.337288, 0.279705], [0.889392, -4.000568, -0.445969], [0.143130, -4.090855, -1.768830], [2.270627, -3.596517, -0.679573], [-0.219255, -5.598211, 0.481410], [1.260424, -6.136441, -0.334821], [1.354624, -5.308827, 1.238435], [0.371682, -3.251013, 0.181486], [-0.907897, -4.347962, -1.591192], [0.170253, -3.146138, -2.322524], [0.580337, -4.873983, -2.401858], [2.348054, -2.678390, -1.109887], [2.850403, -3.652043, 0.154525]],
  "atomic_forces_ev_per_a": [[0.2508, 0.4995, -0.0650], [-0.4798, -0.4185, 0.0879], [-1.1978, 0.6071, 0.4607], [1.9546, -0.6524, -0.4470], [-0.8474, -0.0422, 0.6023], [0.1160, -0.0994, -0.4056], [-0.0812, -0.0377, -0.0031], [0.0404, 0.0981, 0.4010], [0.1174, -0.2435, 0.1829], [0.2453, 0.1285, -0.0190], [0.2143, -0.0171, -0.1963], [-0.2993, 0.2144, -0.2500], [1.6577, -2.1836, 0.1339], [-2.1706, 1.1089, 0.2087], [2.2130, -0.2313, -0.3230], [-1.7461, 0.9327, 0.4266], [1.8567, 0.5369, -0.2815], [-1.1284, 0.3912, 0.0375], [0.8340, 0.8281, -0.1268], [-2.6668, -0.7457, 0.1965], [4.1200, 0.9365, -0.4747], [-1.0291, -2.3073, 0.5151], [-2.1122, 1.5449, -0.1267], [0.5438, -0.3246, 0.0772], [-0.3047, -0.6722, 0.1887], [-0.0420, 1.1863, -0.3883], [-0.1277, -0.2498, -0.2029], [-0.1547, -0.2560, 0.2803], [0.2602, -0.1895, 0.0243], [-0.2242, -0.0505, -0.1302], [-0.1880, 0.0022, 0.1722], [0.2330, 0.2929, -0.3697], [-0.0347, -0.1835, 0.2542], [-0.1317, 0.1969, -0.1019], [-0.2336, -0.1024, 0.2295], [0.1959, -0.1748, 0.2817], [0.3424, 0.0738, -0.0341], [0.0468, 0.1396, -0.3474], [-0.3273, -0.0094, -0.1221], [0.1595, 0.3928, -0.1954], [0.0007, -0.6466, 0.1922], [0.0914, 0.1687, -0.0500], [0.1304, 0.2549, -0.1841], [-0.2097, 0.1201, -0.0044], [-0.1262, -0.2472, 0.0509], [0.2490, -0.3119, -0.0595], [0.2037, 0.1130, 0.1853], [-0.0494, -0.3725, -0.0135], [-0.1519, 0.2087, -0.1305], [0.1585, 0.0400, -0.2290], [-0.1378, 0.2172, 0.0706], [-0.0358, -0.3758, 0.1079], [-0.0134, -0.1106, 0.0447], [-0.1848, 0.0786, 0.0370], [-0.1068, -0.0792, -0.1572], [0.2852, -0.0839, -0.0461], [0.2116, 0.0441, -0.0142], [-0.0235, 0.2237, 0.1118], [-0.0237, -0.0021, -0.0975], [-0.1334, -0.0547, 0.0617], [0.1694, 0.0686, -0.0386], [0.0332, -0.0746, 0.0426], [-0.0365, 0.2137, 0.1430], [0.0225, -0.3114, 0.0511], [-0.1974, -0.0012, -0.2248]]
}

---

(6)
{
  "formula": "C4H6N2O",
  "method": "ωB97M-V/def2-TZVPD",
  "e_tot_ha": -340.702152,
  "total_charge": 0,
  "species": ["C", "N", "C", "C", "C", "N", "O", "H", "H", "H", "H", "H", "H"],
  "positions_angstrom": [[1.469594, 1.490824, -0.337994], [0.471542, 0.900629, -0.793460], [-0.614320, 0.168005, 0.233231], [-1.556586, 0.884724, 0.845944], [-0.429817, -1.337241, 0.283372], [0.222516, -1.802592, -0.788911], [-0.814344, -2.153596, 1.090131], [2.125134, 1.867745, -1.126572], [1.873423, 1.593431, 0.706999], [-1.635598, 1.972811, 0.635322], [-2.128668, 0.473808, 1.641535], [0.784203, -1.290477, -1.537828], [0.232922, -2.768072, -0.851769]],
  "atomic_forces_ev_per_a": [[1.4055, 0.1113, 0.6504], [-3.7711, -2.1992, 1.6180], [2.1842, 1.7838, -0.9162], [1.4974, 0.8948, -0.8174], [0.4361, 0.4338, -0.5745], [2.0056, 2.1216, -2.8566], [-0.8936, 0.7546, 1.0582], [0.1153, 0.3140, 0.2406], [-0.8890, -0.1583, -0.6551], [0.0763, -0.9132, 0.2605], [-0.7234, -0.5142, 0.1567], [-1.6087, -0.5697, 1.8889], [0.1653, -2.0593, -0.0536]]
}